[1]
Below is C36H57AsCrN3O2SeSi3 as an isolated structure, with properties calculated with ωB97M-V/def2-TZVPD.

Values from the calculation:
LUMO (spin up / spin down): 0.0115 / 0.0095 Eh
frontier orbital gap (spin up / spin down): 0.268 / 0.275 Eh
electronic energy: -8271.0804 Eh
HOMO (spin up / spin down): -0.2569 / -0.2658 Ha
expectation value of S²: 3.78
energy above the lowest of the compared OMol25 structures with the same formula, charge and spin: 0.004 eV

Geometry as ORCA input:
```
! RIJCOSX wB97M-V def2-TZVPD def2/J DEFGRID3
* xyz 0 4
C 0.506 -2.637 -1.122
C 4.756 -5.333 -1.664
C 4.582 0.410 2.087
H -3.282 1.405 -3.718
H 2.621 1.034 4.765
O 1.364 0.368 0.468
C 4.754 -4.377 0.541
N -0.500 0.667 2.466
H 1.992 2.893 0.647
H -1.564 -1.920 2.858
N -0.340 -1.500 -0.964
C 3.921 -4.315 -2.106
C 0.730 -3.539 0.055
H -3.324 -2.084 2.846
C 4.240 0.666 3.421
H -0.491 5.584 -1.689
H -2.048 -0.627 -1.720
H -3.987 4.429 -3.305
H 0.406 1.374 4.153
H 1.038 -5.233 -1.206
H 3.599 -2.583 0.784
C -0.175 0.449 -3.801
H -0.697 5.127 2.356
C 1.023 -4.881 -0.179
C -1.794 1.054 2.998
H 5.069 -4.403 1.576
H -2.367 -0.422 4.455
C 0.697 -3.071 1.379
C 2.912 0.817 3.743
H 1.557 -6.795 0.631
H -3.611 -2.377 -1.361
H 5.810 -6.169 0.007
H 5.078 -6.103 -2.354
C 1.320 -5.761 0.847
H 2.564 2.735 -2.024
H 5.006 0.753 4.179
H -3.914 0.515 -2.336
C 1.907 0.688 2.772
Si 0.333 1.942 -2.805
H 0.948 3.383 -4.666
H -3.846 3.913 0.431
H 0.162 -3.251 -1.957
C -3.648 -0.444 0.724
C 5.167 -5.369 -0.339
O 0.347 -1.833 1.720
C -4.265 3.153 -0.233
H -5.217 3.535 -0.613
H 5.625 0.295 1.817
C 3.501 -3.324 -1.226
H 1.564 -5.950 2.975
H -3.636 -0.275 -0.348
H -4.478 2.263 0.358
H 2.674 1.418 -3.198
Cr -0.360 -0.437 0.668
H 3.879 0.101 0.077
C 3.621 0.304 1.109
H 2.140 4.224 -0.505
C -0.667 5.595 -0.614
H -1.673 1.736 3.845
Se 2.307 -1.937 -1.791
Si -0.216 3.991 0.250
H -2.379 -3.616 -1.297
C -2.601 -2.589 -0.996
C 2.253 0.426 1.424
C 1.324 -5.286 2.153
C -0.945 4.132 1.974
Si -3.118 2.820 -1.683
H 3.584 -4.290 -3.135
H -4.872 1.803 -3.071
H 0.997 -3.582 3.427
C -3.085 4.408 -2.685
H -1.710 5.861 -0.442
C 2.125 1.784 -2.326
H -2.031 4.028 2.001
H -1.242 0.421 -4.026
C 0.156 3.448 -3.914
C -2.640 -0.144 3.435
H -3.685 0.174 3.474
H 1.951 4.569 1.214
C 0.543 0.919 3.166
H -2.302 1.619 2.213
H -0.050 6.387 -0.179
H -2.226 4.501 -3.344
H -3.111 5.286 -2.040
C -1.602 -1.625 -1.652
N -2.468 -1.214 1.132
H -0.506 3.400 2.651
As -1.040 2.046 -0.839
C 3.930 -3.354 0.099
H -0.795 3.463 -4.448
H -3.655 0.524 1.214
C -2.552 -2.568 0.526
H -1.689 -3.126 0.879
H 2.244 1.068 -1.514
H -1.454 -1.945 -2.693
C 1.642 3.896 0.408
H -3.448 -3.063 0.926
C -3.858 1.502 -2.795
H -4.568 -0.980 0.989
H 0.371 0.468 -4.749
C 1.011 -3.965 2.414
H 0.280 4.396 -3.390
C -2.493 -1.412 2.601
H 0.097 -0.464 -3.272
*
```


[2]
Below is C36H57BCaCsF3MgNO21PS as an isolated structure, with properties calculated with ωB97M-V/def2-TZVPD.

Values from the calculation:
LUMO: -0.1742 Eh
frontier orbital gap: 0.042 Eh
electronic energy: -5001.2443 Eh
HOMO: -0.2165 Ha

Geometry as ORCA input:
```
! RIJCOSX wB97M-V def2-TZVPD def2/J DEFGRID3
* xyz 0 1
S 9.843 2.447 -7.961
H 3.459 2.102 -0.832
H 6.980 -1.444 -4.304
H 2.179 0.153 7.836
O -3.823 -6.567 5.608
H -4.176 -0.471 4.593
O -10.007 2.654 -2.006
B -1.051 -7.888 5.081
H 8.816 5.212 -8.299
H -0.558 -7.687 2.133
H -5.162 -1.581 1.067
O 3.602 4.665 -1.382
H 5.307 3.622 -2.003
H -9.890 5.856 -1.873
Ca -2.441 -8.451 -1.500
Cs -4.475 -0.141 -1.850
H 0.652 0.983 5.711
H -1.318 -0.084 1.651
H -0.641 2.933 5.290
H 6.222 1.468 -4.903
H 0.657 -6.757 5.058
C -4.520 1.535 6.197
H 7.289 0.476 -5.896
H -9.174 5.012 -3.268
H 5.369 4.361 -0.391
H 5.549 0.642 1.185
C -3.755 -5.013 3.494
O 10.033 3.370 -6.630
O -1.780 -9.070 5.662
C 5.015 4.498 -1.416
O -1.850 -1.925 0.549
C -1.499 -7.063 2.442
H 6.927 0.353 0.234
O -2.419 -6.715 0.088
C 9.864 4.908 -8.394
O 11.029 1.633 -8.118
C -5.820 0.925 5.396
H -2.719 -9.046 5.259
C 1.552 -0.748 7.948
H 5.483 5.394 -1.833
H 11.584 4.626 -7.092
H 1.850 3.182 -3.853
H -0.599 0.145 4.510
O -8.587 4.306 -1.435
H 1.608 2.991 -2.111
F 0.519 -2.301 -0.271
H -6.673 -1.790 4.877
O 9.901 3.648 -9.062
N 7.335 1.623 -1.422
C -6.183 -1.352 3.882
H 2.234 5.333 -2.735
O 0.306 -7.554 5.554
C 8.160 1.080 -4.022
H 5.443 -0.886 -4.991
P -7.024 -2.530 -7.035
O -6.095 -2.075 -5.897
C -3.333 -4.979 1.890
C -5.222 -2.586 3.304
O 0.256 -0.566 8.150
C -5.218 -0.055 4.195
H -4.810 2.110 7.202
C -3.452 -3.517 -0.557
C 10.491 4.662 -7.024
H -1.817 2.284 6.693
C -1.372 2.054 5.633
O -6.546 -1.918 -8.362
H -6.591 0.375 6.093
O 8.508 1.897 -7.950
C -1.887 -7.066 3.899
C 6.958 0.655 -4.868
H -3.480 -1.141 -0.682
Mg 9.486 -0.791 -4.973
H 8.916 0.287 -4.002
C -10.687 3.877 -2.217
H -1.462 0.139 -0.220
H -4.375 2.846 4.223
C -3.849 -3.685 1.025
H 2.114 -1.292 8.727
O 7.051 -0.405 2.163
C -3.239 -6.246 4.443
H -2.050 -1.944 -1.662
H -2.781 -4.369 -0.998
F 1.051 -1.245 1.866
H 10.197 5.416 -6.290
H -4.994 -3.873 5.348
O -6.995 -4.064 -7.138
H -3.762 0.664 6.473
O -8.459 -2.063 -6.742
C 6.366 -0.091 1.074
H -6.998 -1.154 3.055
C -9.582 4.882 -2.260
C -3.713 2.574 5.165
H -11.259 3.847 -3.148
C -1.149 -0.633 0.605
C -4.680 -3.849 4.198
H 4.316 0.817 -1.707
H -0.803 -0.055 6.450
H 5.868 -0.453 -3.337
C -0.486 0.656 5.577
C 3.010 4.558 -2.680
H 8.621 1.977 -4.448
O -2.466 1.967 4.631
O 3.337 2.146 -2.922
H 10.409 5.661 -8.969
C 7.709 1.377 -2.601
H -4.427 -3.410 -1.228
H -11.375 4.047 -1.381
H -3.511 3.565 5.789
C 6.277 -0.604 -4.341
C -2.690 -2.033 -0.679
H 1.849 -1.315 7.049
C -4.793 -2.496 1.724
H -6.380 1.822 4.860
C -2.444 -6.239 1.336
F 1.242 0.067 -0.236
H 5.837 -0.910 0.556
C 2.358 3.188 -2.886
C -8.812 2.960 -1.421
H 3.751 4.762 -3.464
C 3.411 1.430 -1.694
H 2.541 0.771 -1.599
C 0.479 -0.998 0.491
O -8.046 2.138 -0.947
H -4.943 0.578 3.224
*
```


[3]
Below is C36H58N2O7S6SiSr as an isolated structure, with properties calculated with ωB97M-V/def2-TZVPD.

Values from the calculation:
LUMO: 0.1291 Eh
frontier orbital gap: 0.171 Eh
electronic energy: -4752.5255 Eh
HOMO: -0.0420 Ha
energy above the lowest of the compared OMol25 structures with the same formula, charge and spin: 0.318 eV

Geometry as ORCA input:
```
! RIJCOSX wB97M-V def2-TZVPD def2/J DEFGRID3
* xyz -2 1
H -2.992 1.433 -0.924
C -0.247 -1.075 -2.892
C 1.928 3.130 -5.109
H 2.228 -4.661 0.031
C -0.414 -4.862 3.708
C -4.463 1.086 -4.034
C 0.457 2.721 -5.138
H 1.532 1.832 -0.548
C -0.723 -2.174 -1.948
H -1.041 3.971 0.981
H 2.883 0.190 2.374
H -3.911 3.718 -3.736
C 0.791 -0.063 5.084
H 3.390 -2.392 5.822
C -1.555 -5.103 2.959
H 1.798 -1.123 -2.222
H -4.626 0.912 -1.337
H -2.425 3.762 2.032
H -0.677 2.464 4.867
C -0.296 -4.785 0.940
C -3.596 0.950 -1.694
H 2.524 3.708 1.696
H -1.779 -2.050 -1.713
H 3.728 1.761 2.347
Si -0.745 1.674 -2.822
C 0.785 3.529 2.954
C -0.428 3.948 -4.924
H -0.228 4.398 -3.951
C 2.752 1.262 2.497
H 2.161 3.566 -4.137
C 5.083 -3.533 5.102
O -2.223 1.670 -3.592
H 1.578 -0.397 -3.825
C 0.787 -4.583 3.074
H 6.663 -4.562 4.070
H -4.899 3.250 -2.332
O 0.053 -0.059 4.056
H -4.357 1.592 -4.996
C 5.431 -3.435 2.729
H 2.560 2.251 -5.252
H -1.479 3.662 -4.947
H 3.232 1.869 0.002
H -1.277 5.098 2.350
S -5.151 -2.195 0.250
C -1.030 -1.158 -4.201
H 2.152 3.859 -5.892
S -0.492 3.085 -1.379
H 1.213 0.943 5.353
C -1.375 4.051 2.013
H -2.395 -5.188 0.989
H 1.671 -4.363 3.660
H 4.570 -2.597 0.451
H -1.188 4.165 4.674
H 1.224 3.004 3.805
H -0.188 -2.121 -1.003
C 1.250 -1.200 -3.163
H 2.431 1.428 3.520
O 1.084 -1.003 5.818
C 2.233 1.436 0.187
C 0.107 2.055 -6.469
H 0.747 1.185 -6.632
C -4.438 0.036 1.488
C 1.553 3.180 1.685
C -1.216 3.158 4.220
C -6.525 -1.099 0.268
H -0.736 -0.360 -4.883
H -0.240 4.680 -5.714
H 0.894 4.610 3.157
H 5.994 -3.730 1.850
C -3.991 -1.182 1.119
H -2.098 -1.065 -4.006
H -0.571 -3.162 -2.394
S -6.115 0.410 1.068
O 0.283 1.747 -4.131
C 3.960 -2.104 1.213
H -0.843 -2.123 -4.679
S -3.587 1.298 2.344
O -0.477 0.152 -2.217
C 4.332 -2.588 2.585
H -0.462 -4.847 4.789
C 5.807 -3.905 3.978
C 3.609 -2.225 3.719
C -1.496 -5.062 1.574
H -0.931 1.720 -6.439
C 2.140 -4.191 1.012
C -3.907 3.181 -2.783
Sr -0.778 0.392 2.035
O 1.317 -1.659 1.580
H 2.995 -4.464 1.628
H 1.476 -2.166 -3.623
H -2.252 2.831 4.158
H -4.219 0.031 -4.168
H 0.234 2.749 -7.304
O -7.614 -1.352 -0.210
C 3.984 -2.696 4.970
S 2.241 -2.375 0.654
C -3.528 1.720 -3.007
H -2.503 -5.271 3.452
C 0.853 -4.548 1.686
S -2.441 -1.933 1.423
H 4.102 -1.028 1.099
N -0.620 3.158 2.890
H -3.180 3.649 -2.119
H 2.296 0.354 0.058
H -0.263 -4.708 -0.140
N 1.768 1.739 1.539
H 5.373 -3.900 6.079
H 1.008 3.520 0.804
H 2.725 -1.607 3.635
H -5.502 1.161 -3.704
H -3.236 -0.071 -1.823
*
```